Entry 1:
This record from the Open Molecules 2025 dataset describes C40H28MoN9O2S2 as an isolated structure. The level of theory is ωB97M-V/def2-TZVPD.

Geometry as ORCA input:
```
! wB97M-V def2-TZVPD RIJCOSX def2/J DEFGRID3
* xyz 3 3
H 0.831 3.923 1.095
N -1.153 -3.174 0.988
N 0.000 -0.854 2.502
H 3.545 -2.781 -6.769
N 0.405 6.029 -0.716
C -3.410 0.446 4.519
H -1.554 0.591 -1.557
H 0.675 1.597 1.795
C 0.371 -6.565 0.816
C 1.971 -1.952 -3.184
H -5.572 0.598 2.795
C -0.297 -4.233 0.761
C 3.809 -2.520 -4.649
C -2.327 -0.290 2.478
C -1.850 -5.821 1.674
C 4.335 -2.796 -6.023
C 4.668 -2.562 -3.548
C 2.458 -2.213 -4.444
H 2.302 -6.995 0.042
C -0.296 3.626 -0.741
C 1.174 -1.039 3.115
H 0.323 -0.158 6.271
H -0.817 9.414 -4.422
N -4.417 0.858 5.276
C 1.320 -0.800 4.478
N -2.301 -0.625 1.165
C -2.204 0.286 5.232
H -1.553 7.045 -4.495
C -1.033 1.363 -0.996
C -2.328 -3.481 1.540
C 4.208 -2.308 -2.272
H -3.351 -0.802 -0.605
N -2.310 0.580 6.520
H 0.541 10.260 -2.565
H -3.686 -4.930 2.330
H 4.878 -2.334 -1.425
O 1.497 -0.404 -0.438
H -1.439 2.901 -2.418
H 5.082 -2.049 -6.296
C 1.862 -4.890 -0.096
N 1.002 -2.551 -0.122
C -0.975 2.637 -1.478
C -0.957 7.428 -3.679
H 0.954 6.047 0.125
N -0.827 5.262 -2.419
C 0.239 -0.360 5.211
H 1.788 -2.179 -5.293
O 3.376 -1.807 0.423
N -0.469 0.987 0.178
C -3.410 -0.512 0.438
H 1.230 8.812 -0.692
C -0.545 8.731 -3.629
S -3.820 1.081 6.751
C -0.567 6.589 -2.618
C 0.634 8.425 -1.506
C -0.597 -5.564 1.090
C -4.610 -0.069 0.991
S 2.312 -1.685 -0.515
C -3.491 0.148 3.101
C 0.929 -3.926 0.161
C -2.711 -4.777 1.891
H 0.147 -7.594 1.066
H -3.021 -2.678 1.725
H 2.003 -1.373 2.502
H 0.923 -1.713 -3.048
C -0.994 -0.170 4.572
C 0.210 7.093 -1.563
C -0.240 4.958 -1.282
H 5.714 -2.794 -3.696
C 0.199 1.921 0.879
C 1.566 -6.231 0.245
Mo -0.307 -1.137 0.464
C 0.243 9.220 -2.554
H -5.487 0.003 0.364
H 4.826 -3.769 -6.053
C -1.080 -0.433 3.211
H 2.285 -0.961 4.938
C 0.290 3.228 0.468
C -4.655 0.259 2.330
C 2.852 -2.004 -2.099
H 2.812 -4.650 -0.554
H -2.126 -6.834 1.943
*
```

Output
HOMO-LUMO gap (spin up / spin down) in eV: 5.0281 / 4.4093
Lowest unoccupied orbital energy (spin up / spin down) in eV: -9.178 / -9.799
ΔE to the lowest compared entry with this formula, charge and spin in kcal/mol: 0.0

Entry 2:
This record from the Open Molecules 2025 dataset describes a 6-piece molecular cluster, C40H29BFNO24 overall. The level of theory is ωB97M-V/def2-TZVPD.

Geometry as ORCA input:
```
! wB97M-V def2-TZVPD RIJCOSX def2/J DEFGRID3
* xyz 0 1
H 4.320 10.840 2.117
C -3.121 -9.107 -3.186
O -1.898 -9.135 -2.541
C -3.485 3.894 0.052
C -5.510 -0.967 -2.159
O 7.903 -3.648 5.794
O -3.114 -6.754 -3.162
C -4.702 4.035 -0.762
O -5.660 -11.217 -4.509
H -2.041 5.450 2.355
H 2.276 -5.130 4.673
C 4.636 9.068 1.000
C 6.715 7.736 1.581
H -5.032 1.409 -2.319
O -6.149 -4.794 -1.484
H -2.858 3.033 -0.140
C -7.123 -1.140 -1.927
O 3.808 -6.006 5.965
C -4.879 -2.480 -2.173
O 5.642 4.113 0.837
H -3.336 -11.211 -3.296
C 3.212 3.752 0.753
H 5.762 1.680 1.847
C 6.582 -3.843 5.437
C -3.750 -10.236 -3.517
C 2.275 1.628 1.502
O -5.016 3.213 -1.617
C -2.237 -1.411 -2.671
O 3.786 0.033 2.345
O -6.692 5.366 -1.316
C 3.873 -4.112 4.571
C 4.939 9.971 1.935
B 0.424 -0.706 -2.341
H -0.366 -2.840 -2.545
H -6.691 4.586 -1.914
H 5.242 4.929 0.465
O 3.508 9.208 0.213
C 6.143 9.817 2.767
C -6.120 -3.522 -1.923
H -5.402 -6.760 -4.440
O 1.861 -1.152 -2.341
O -2.037 4.674 1.753
C 4.479 -5.077 5.529
H 8.159 9.292 3.884
H -2.025 -4.485 -1.548
C -2.752 -4.287 -2.446
O 0.135 0.610 -1.740
O -6.833 -8.837 -5.209
O 6.439 10.621 3.644
O 6.628 -1.914 4.091
H -2.181 -4.413 -3.465
C -3.708 -7.774 -3.495
O 5.184 7.056 -0.088
C 5.884 -4.875 5.916
C 5.967 -2.862 4.501
C -4.546 0.344 -2.356
H 4.141 -2.367 3.399
H -3.668 -5.019 -2.372
H 1.093 3.205 0.727
C -5.624 -8.865 -4.540
H -1.650 -8.194 -2.409
C -0.665 -1.765 -2.970
C -4.057 5.975 1.238
C -2.916 0.081 -2.621
O 1.215 0.767 1.723
C 2.079 2.844 0.988
H 0.037 0.524 -0.737
C 4.774 2.048 1.600
C 4.579 3.263 1.084
H 6.317 -5.594 6.599
C -4.996 -7.736 -4.205
H -2.219 1.036 -2.782
C 4.570 -3.078 4.095
H 1.911 -1.876 -3.055
F -7.115 -2.554 -3.652
C 5.498 7.877 0.767
C 3.639 1.149 1.857
H -0.466 -1.842 -4.142
C -5.050 -10.198 -4.206
C -3.276 -2.700 -2.432
H -7.084 -9.778 -5.335
O 8.163 8.516 3.282
C -3.180 4.798 0.985
O 2.560 -4.322 4.192
N -7.319 -2.624 -2.291
O -8.073 -0.305 -1.499
H -5.880 6.998 0.588
H 7.342 6.875 1.389
C -5.261 6.128 0.406
O 3.062 4.880 0.297
C -5.564 5.226 -0.529
O -3.761 6.779 2.115
H 3.509 8.429 -0.385
H 1.614 -0.047 2.100
C 7.020 8.640 2.514
H 8.185 -2.837 5.318
*
```

Output
HOMO-LUMO gap in eV: 6.9575
Lowest unoccupied orbital energy in eV: -1.981

Entry 3:
This record from the Open Molecules 2025 dataset describes C40H30AsMnN2O2S2 as an isolated structure. The level of theory is ωB97M-V/def2-TZVPD.

Geometry as ORCA input:
```
! wB97M-V def2-TZVPD RIJCOSX def2/J DEFGRID3
* xyz 2 1
C 0.156 -2.363 0.940
H 0.131 -5.986 -0.520
C 1.806 -0.626 -3.092
C -0.178 -1.531 -4.109
C 2.525 0.521 2.856
C 0.114 -4.977 -0.094
H 2.579 -2.221 -5.990
C 0.600 3.701 -1.221
C 0.425 -0.853 -3.045
H -1.483 0.919 -1.955
N 1.349 1.408 -1.383
C 3.521 -1.813 4.032
H 2.285 -2.421 0.572
H 2.208 2.255 -3.803
C -1.075 -3.057 0.777
H 4.383 1.407 3.386
H 3.678 -1.100 -4.012
C 1.814 -0.640 2.809
N 0.069 3.331 -0.006
C -0.282 5.631 0.534
C -0.209 4.290 0.888
O 2.817 -0.379 -0.668
C 1.685 3.012 -3.248
C 1.975 -1.849 -5.159
C -1.786 -2.389 5.109
H 0.128 -2.397 -6.077
H -4.465 0.147 1.131
C -2.894 -1.544 5.305
C -5.094 -0.084 -0.886
Mn -0.007 1.368 0.206
H 1.968 4.554 -4.684
C -4.717 -0.136 -2.215
C -2.304 -0.240 3.369
H -1.525 -3.267 5.704
C 0.946 5.310 -2.993
C -0.898 -2.066 4.059
H -5.432 -0.439 -3.005
H -0.169 6.983 -1.086
H 5.303 -0.601 4.500
H -2.010 -2.518 1.005
H -1.291 -1.697 -4.041
C 3.792 0.500 3.422
C 2.301 -1.830 3.358
H 1.692 -2.731 3.284
C -4.132 0.165 0.092
C -2.456 0.544 -1.609
S 2.577 0.428 -1.863
H -4.184 -0.029 4.371
H -6.146 -0.266 -0.562
C -3.400 0.171 -2.566
H 3.853 -2.748 4.498
C -1.078 -4.362 0.306
H 2.027 1.422 2.468
O 3.623 1.164 -2.535
C -1.884 0.872 0.836
H 0.810 6.322 -3.402
C 4.312 -0.630 4.051
H -0.511 3.969 1.876
C 2.610 -1.188 -4.108
H -0.030 -2.671 3.827
H -0.618 6.367 1.297
C -2.819 0.541 -0.218
H -0.142 -0.529 -2.155
C 1.358 -2.954 0.539
H -3.119 0.232 -3.617
C 0.012 5.976 -0.766
H -2.054 -4.870 0.334
S -2.698 1.170 2.343
C 0.520 5.042 -1.666
As 0.145 -0.608 1.772
H -3.546 -1.624 6.203
C 1.222 2.645 -2.001
H 2.247 -4.684 -0.373
C 1.316 -4.258 0.007
C 1.565 4.311 -3.712
C -1.158 -0.974 3.222
C -3.224 -0.567 4.348
C 0.571 -1.961 -5.193
*
```

Output
HOMO-LUMO gap (spin up / spin down) in eV: 4.8282 / 4.6391
Lowest unoccupied orbital energy (spin up / spin down) in eV: -8.578 / -8.706

| no. | strongest force on any atom (eV Å⁻¹) | energy (hartree) |
| --- | --- | --- |
| 1 | 0.42 | -3048.1897 |
| 2 | 9.24 | -3526.4457 |
| 3 | 2.73 | -5984.6582 |